(1)
{
  "formula": "C11H26AlBBeCl5CsF6GaILiO7",
  "method": "the ωB97M-V functional and the def2-TZVPD basis",
  "elements": ["Cl", "Cl", "O", "F", "H", "H", "H", "H", "F", "H", "Be", "H", "H", "H", "Cl", "F", "H", "C", "H", "B", "F", "Li", "O", "C", "H", "C", "H", "H", "H", "H", "H", "O", "C", "H", "H", "Cl", "O", "Cl", "C", "F", "Al", "H", "C", "C", "O", "H", "C", "F", "C", "H", "Ga", "I", "O", "H", "H", "Cs", "C", "H", "C", "H", "H", "O"],
  "positions_angstrom": [[3.323, -0.490, -0.696], [4.969, -1.789, -2.717], [1.456, -0.327, 1.658], [-2.037, 7.745, -4.028], [-3.046, 3.875, 2.776], [0.783, 3.454, 0.203], [-3.985, -3.064, -0.158], [-1.921, 0.267, 3.322], [-3.963, 5.723, -3.105], [4.000, 5.056, 5.237], [-3.285, -5.171, 2.821], [1.811, 2.462, 1.492], [-2.865, -4.346, 1.624], [1.113, 0.518, 1.986], [2.794, -4.033, -7.188], [0.880, -3.372, -3.296], [-1.425, 5.484, 1.420], [-1.253, -1.525, 2.320], [-3.617, -2.920, 2.313], [-0.110, -4.332, -3.758], [-0.432, -4.087, -5.155], [-1.446, 7.074, 2.183], [-2.419, -5.703, -1.603], [2.983, -5.128, -5.813], [-1.194, -1.058, 1.330], [-2.227, -0.777, 3.216], [2.168, 5.294, 1.363], [3.684, -5.921, -6.084], [-0.609, 1.563, 1.631], [-2.508, 3.501, 0.180], [0.561, 5.425, 2.348], [-1.322, -4.242, -2.937], [-2.816, -3.254, 1.643], [-3.242, -0.789, 2.812], [-3.011, -1.632, 0.200], [3.604, -4.270, -4.398], [3.764, 4.425, 4.540], [5.215, 1.077, -2.261], [-1.497, -5.437, -2.356], [-1.075, 5.188, -2.938], [-2.346, 6.458, -2.806], [2.011, -5.562, -5.568], [-0.444, -6.330, -2.755], [1.442, 4.688, 2.086], [-0.313, -7.491, -2.402], [3.199, 3.780, 4.990], [4.898, -0.496, -1.509], [-2.308, 7.176, -1.155], [0.966, 3.289, 1.364], [1.078, -0.404, 0.769], [-1.940, 3.983, 1.626], [-0.047, 2.388, 4.226], [-1.544, -2.915, 2.196], [-2.229, -3.084, -0.429], [1.984, 4.426, 3.105], [3.654, 4.791, 1.216], [-3.024, -2.725, 0.234], [-0.250, -1.447, 2.755], [-0.398, 2.630, 2.072], [-2.258, -1.234, 4.209], [5.672, -0.681, -0.759], [0.394, -5.699, -3.589]],
  "lowdin_charge": [0.557, 0.531, -0.108, -0.264, -0.097, 0.148, 0.109, 0.015, -0.265, 0.065, 1.012, 0.089, 0.001, -0.029, 0.529, 0.056, -0.163, -0.253, 0.109, -0.984, 0.090, 0.764, 0.155, -0.994, 0.110, -0.060, -0.337, 0.033, 0.032, -0.006, 0.044, 0.248, -0.307, 0.079, 0.104, 0.532, -0.102, 0.518, -0.362, -0.277, 0.111, 0.019, -0.355, -0.542, 0.201, 0.037, -1.518, -0.292, -0.383, 0.021, 0.332, 0.868, -0.144, 0.101, 0.012, 1.547, 0.006, 0.118, -0.799, 0.092, 0.020, 0.232],
  "charge": 1,
  "e_tot_ha": -6393.34150,
  "orbital_gap_ev": 1.50,
  "max_force_ha_per_bohr": 0.2935
}

---

(2)
{
  "formula": "C16H14BCl2N4O6Ti",
  "method": "the ωB97M-V functional and the def2-TZVPD basis",
  "elements": ["H", "C", "H", "C", "H", "H", "O", "H", "C", "N", "O", "H", "O", "C", "N", "B", "N", "C", "H", "H", "H", "O", "O", "H", "C", "Ti", "H", "C", "C", "N", "H", "C", "H", "C", "C", "Cl", "Cl", "H", "C", "C", "C", "O", "C", "C"],
  "positions_angstrom": [[1.050, -1.610, -5.051], [-5.126, 1.843, 1.581], [3.932, 3.445, 1.054], [0.311, -3.074, 1.859], [1.513, 2.285, 1.583], [-1.035, 2.915, 1.870], [0.908, -2.250, 1.024], [-5.739, 2.252, 0.781], [-1.481, 1.946, 1.680], [3.339, 0.591, -0.394], [-2.468, 2.480, -1.377], [3.553, -1.650, -0.359], [-0.212, 2.210, -1.840], [-1.829, -1.746, 2.177], [2.474, -0.928, -2.203], [3.607, -0.744, -1.151], [2.196, 0.768, 0.303], [2.313, 1.934, 0.953], [4.654, -0.647, -1.736], [-1.551, -3.794, 2.561], [5.124, 1.644, -0.655], [-4.746, 0.485, 1.240], [0.861, -3.735, 2.697], [-2.032, -1.343, -1.025], [-1.239, -3.077, 1.805], [0.573, -0.614, 0.167], [-0.604, -1.348, -2.903], [-2.915, 1.714, 1.693], [-0.717, 0.906, 1.342], [1.174, -0.989, -1.836], [-5.648, 1.826, 2.539], [4.156, 1.620, -0.185], [3.549, -1.165, -3.977], [-1.441, -0.583, -0.512], [2.580, -1.164, -3.507], [-1.801, -3.751, 0.243], [-1.988, -0.549, 1.059], [-1.955, -1.423, 3.198], [-3.408, 0.502, 1.472], [0.469, -1.262, -2.941], [-1.338, 2.327, -1.591], [-3.922, 2.626, 1.714], [3.542, 2.515, 0.681], [1.314, -1.390, -4.032]],
  "mulliken_spin": [0.000, 0.001, 0.000, 0.004, -0.006, -0.001, 0.020, 0.000, 0.017, 0.002, 0.000, 0.004, 0.003, 0.000, 0.010, 0.003, -0.002, 0.005, 0.000, 0.000, 0.000, 0.000, -0.003, -0.004, -0.001, 0.965, -0.002, -0.005, -0.036, -0.022, 0.000, 0.003, 0.000, -0.015, 0.002, 0.001, -0.003, 0.000, 0.043, 0.013, 0.002, 0.000, 0.000, 0.003],
  "e_tot_ha": -3082.94604,
  "orbital_gap_ev": [7.68, 7.65],
  "multiplicity": 2,
  "max_force_ha_per_bohr": 0.0193
}

---

(3)
{
  "formula": "C9H12ClErN",
  "method": "the ωB97M-V functional and the def2-TZVPD basis",
  "elements": ["H", "C", "H", "Cl", "C", "H", "H", "H", "Er", "C", "N", "C", "H", "H", "C", "C", "H", "H", "H", "C", "H", "H", "C", "C"],
  "positions_angstrom": [[1.595, -0.071, 2.744], [1.284, 0.843, 3.272], [-0.837, 0.015, -2.558], [-0.297, 1.365, 2.957], [-2.211, 0.147, 0.498], [0.829, -2.713, -0.977], [1.764, 1.393, 4.076], [1.532, 1.240, -2.092], [0.286, 0.218, 0.375], [-1.924, 1.526, 0.229], [0.218, -1.669, 1.159], [1.389, -2.062, -1.658], [-2.687, -0.252, 1.395], [0.204, -2.459, 1.811], [-1.260, 0.297, -1.601], [2.011, 0.489, -1.440], [-1.883, -1.688, -0.767], [-2.182, 2.370, 0.871], [2.993, 0.810, -1.059], [1.589, -0.778, -1.400], [-1.042, 2.531, -1.578], [1.783, -2.556, -2.550], [-1.799, -0.612, -0.636], [-1.354, 1.616, -1.071]],
  "mulliken_spin": [0.003, -0.017, 0.008, -0.001, -0.006, 0.016, 0.000, 0.006, 3.275, -0.010, -0.634, -0.026, -0.008, 0.029, -0.016, 0.188, 0.006, 0.001, -0.005, 0.164, 0.011, 0.009, -0.011, 0.016],
  "charge": -1,
  "e_tot_ha": -1879.93204,
  "orbital_gap_ev": [4.74, 4.73],
  "multiplicity": 4,
  "max_force_ha_per_bohr": 0.0687
}

---

(4)
{
  "formula": "C2H2F3NO",
  "method": "the ωB97M-V functional and the def2-TZVPD basis",
  "elements": ["N", "F", "C", "F", "O", "F", "H", "H", "C"],
  "positions_angstrom": [[-0.929, -1.184, 0.005], [-3.898, -0.518, 0.499], [-2.929, 0.159, -0.012], [-3.029, 0.353, -1.275], [-0.687, -1.967, -0.911], [-2.845, 1.283, 0.692], [-0.656, -0.065, 1.625], [0.643, -1.277, 1.268], [-0.345, -0.887, 1.096]],
  "nbo_charge": [0.092, -0.306, 0.996, -0.295, -0.309, -0.329, 0.201, 0.193, -0.241],
  "e_tot_ha": -506.83279,
  "orbital_gap_ev": [8.72, 9.94],
  "max_force_ha_per_bohr": 0.0437
}

---

(5)
{
  "formula": "C21H31BrFeN3O7Si",
  "method": "the ωB97M-V functional and the def2-TZVPD basis",
  "elements": ["H", "H", "H", "O", "H", "H", "O", "H", "Si", "C", "C", "H", "C", "H", "H", "C", "H", "H", "H", "C", "H", "C", "O", "C", "C", "H", "H", "C", "C", "C", "H", "H", "H", "H", "C", "H", "H", "H", "C", "H", "H", "Fe", "O", "N", "C", "C", "O", "H", "C", "H", "H", "H", "C", "C", "H", "O", "Br", "H", "O", "C", "N", "C", "H", "N", "C"],
  "positions_angstrom": [[-1.206, -2.496, 2.440], [2.893, -3.697, 2.138], [-1.360, 2.647, -1.860], [-1.264, 1.901, 5.075], [-1.879, -3.385, -2.802], [0.356, -2.899, -3.475], [-0.416, 4.721, 4.772], [3.885, 3.170, -2.577], [-0.088, -2.072, 0.252], [-0.465, 3.894, 3.891], [1.870, -3.629, 1.747], [0.529, -1.385, -2.573], [-2.248, 2.592, -1.247], [1.853, -0.188, 1.590], [3.594, 2.326, -4.098], [-3.037, 3.707, -1.062], [1.692, -2.687, -2.347], [-1.957, -1.810, -2.002], [-2.774, 4.645, -1.531], [3.870, 2.190, -3.047], [-2.273, -2.933, 1.127], [-0.109, 4.112, 2.421], [-1.079, 0.678, 2.288], [1.681, -2.296, 1.020], [1.881, 1.627, -1.615], [1.061, -4.755, -1.014], [-2.422, -3.261, -1.133], [-0.252, -3.054, -1.404], [0.028, -4.550, -1.298], [-0.810, 1.868, 2.690], [-5.255, 2.264, 1.064], [1.712, -4.489, 1.097], [-0.993, -4.038, 1.608], [3.766, -2.062, 0.516], [-1.708, -2.865, -1.853], [2.322, 3.613, -1.524], [1.058, -1.171, 2.806], [-0.619, -5.039, -0.570], [-1.242, -2.984, 1.467], [2.673, -1.256, -0.617], [-4.573, 5.456, -0.274], [-0.665, 0.399, 0.300], [-0.201, 2.511, 0.548], [2.983, 1.300, -2.349], [-4.129, 3.594, -0.201], [2.805, -2.148, -0.004], [1.171, 0.725, -1.160], [-0.143, -5.038, -2.265], [1.851, -1.177, 2.058], [3.045, 0.309, -2.517], [2.808, -1.295, 2.581], [0.923, 3.069, -0.650], [-0.351, 2.832, 1.789], [-3.567, 1.320, 0.115], [1.196, -3.731, 2.597], [0.293, 5.153, 1.918], [-3.914, -0.355, 0.901], [4.890, 1.805, -3.000], [-4.945, 4.645, 0.087], [-4.420, 2.374, 0.394], [-2.500, 1.411, -0.670], [-0.912, 2.433, 4.042], [2.872, -3.014, -0.667], [1.584, 2.937, -1.430], [0.633, -2.470, -2.505]],
  "mulliken_spin": [0.002, 0.000, 0.002, -0.003, 0.000, 0.000, 0.005, 0.000, 0.004, 0.002, -0.002, -0.002, 0.005, 0.002, 0.000, -0.006, -0.001, 0.007, -0.001, 0.001, -0.001, 0.003, 0.035, -0.007, -0.005, 0.000, 0.002, -0.012, 0.001, -0.019, -0.001, 0.000, -0.001, 0.000, -0.008, -0.001, 0.001, 0.001, 0.013, 0.000, 0.000, 3.765, 0.051, 0.002, 0.006, -0.002, 0.067, 0.001, 0.025, 0.001, 0.000, 0.000, 0.004, 0.011, 0.000, 0.008, 0.009, 0.000, 0.001, -0.006, 0.034, 0.003, 0.000, 0.000, 0.003],
  "charge": -1,
  "e_tot_ha": -5637.12117,
  "orbital_gap_ev": [6.37, 6.70],
  "multiplicity": 5,
  "max_force_ha_per_bohr": 0.0106
}

---

(6)
{
  "formula": "C36H40IrN8O3S",
  "method": "the ωB97M-V functional and the def2-TZVPD basis",
  "elements": ["C", "C", "C", "C", "H", "S", "N", "H", "H", "C", "H", "H", "C", "H", "N", "H", "H", "C", "H", "H", "H", "Ir", "H", "C", "H", "H", "C", "C", "H", "C", "C", "H", "N", "H", "C", "N", "O", "H", "O", "H", "H", "H", "C", "C", "C", "N", "C", "C", "H", "H", "C", "C", "C", "H", "N", "C", "H", "C", "N", "H", "C", "H", "H", "C", "H", "H", "N", "C", "H", "H", "C", "H", "C", "C", "C", "O", "H", "H", "C", "H", "H", "H", "C", "C", "C", "C", "H", "H", "C"],
  "positions_angstrom": [[-1.578, 4.612, -3.942], [6.534, -1.085, -2.514], [2.473, 1.548, -5.199], [-1.283, 3.463, -3.130], [2.756, 2.582, -5.354], [2.591, -1.181, -2.288], [1.648, -0.590, -1.101], [1.889, 1.245, -7.244], [-2.639, 2.459, 1.893], [-0.900, -1.131, -3.003], [3.864, 0.396, -0.104], [-5.416, 0.020, 3.219], [-2.275, 2.535, -2.825], [1.220, 1.973, -1.431], [-0.723, 1.263, -1.539], [-2.028, -4.361, -0.386], [-2.218, 1.251, 3.119], [1.800, -1.151, -4.857], [-5.385, -1.578, 1.530], [1.581, -2.204, -4.720], [0.795, 3.965, -2.844], [-0.333, -0.294, -0.265], [3.171, -0.705, 2.369], [1.352, 1.093, 2.229], [-3.279, 2.653, -3.210], [2.146, -0.678, -0.200], [-1.399, -1.779, -4.085], [-2.175, 1.482, 2.053], [-0.171, 2.013, 3.462], [2.274, -0.369, -3.808], [-1.230, -3.059, 0.912], [4.896, -1.947, -3.606], [-0.598, -1.905, 1.125], [-4.280, 1.371, 3.282], [2.632, 0.974, -3.954], [-1.607, -3.446, -0.347], [-2.314, -0.138, 0.256], [1.761, 2.845, 4.160], [-0.853, 1.462, 1.569], [0.396, 3.010, 2.113], [-2.414, -4.549, -2.472], [1.768, 1.394, 5.198], [-4.863, -0.937, 0.824], [-1.967, 1.456, -2.027], [1.985, 0.789, -6.267], [-0.977, -1.607, -1.704], [-1.564, -3.943, 1.950], [-1.991, -3.034, -3.903], [-1.544, -4.293, 4.050], [-1.331, -1.322, -5.063], [-2.021, -3.556, -2.647], [-1.274, -3.624, 3.243], [5.194, -1.339, -2.758], [-5.600, -0.447, 0.186], [-4.112, 0.079, 1.585], [4.606, -0.038, -0.764], [4.294, 0.615, 2.778], [0.000, 3.263, -2.629], [2.260, 1.022, 3.165], [7.282, -1.483, -3.187], [2.251, 1.897, 4.361], [1.306, -1.135, -6.943], [-0.369, -2.104, 4.498], [0.150, 1.989, 2.420], [-5.644, 1.410, 2.154], [-2.394, -3.592, -4.739], [-1.812, 5.531, -4.593], [-0.631, -2.406, 3.494], [7.962, -0.194, -1.189], [3.282, 2.103, 4.635], [6.911, -0.343, -1.401], [-2.717, 0.729, -1.762], [-1.526, -2.823, -1.554], [0.239, 2.159, -1.845], [3.391, 0.085, 3.077], [1.401, 0.416, 1.153], [-2.051, -4.880, 1.707], [-4.188, -1.522, 0.212], [5.954, 0.191, -0.543], [3.553, -0.346, 4.063], [0.203, -0.693, 2.604], [6.264, 0.797, 0.299], [4.260, -0.790, -1.882], [-4.900, 0.769, 2.626], [-0.316, -1.611, 2.437], [-2.896, 0.416, 1.258], [3.064, 1.536, -3.133], [-0.411, -0.187, -3.131], [1.654, -0.551, -6.100]],
  "mulliken_spin": [0.000, -0.005, 0.006, 0.001, 0.001, 0.139, 0.609, 0.000, 0.000, 0.003, 0.015, 0.000, -0.001, 0.004, 0.003, 0.000, 0.000, -0.005, 0.000, -0.003, 0.000, 0.138, 0.000, 0.007, 0.000, -0.035, 0.002, 0.002, 0.000, 0.037, 0.000, -0.003, -0.008, 0.000, 0.020, -0.001, -0.010, 0.000, 0.006, -0.001, 0.000, 0.000, 0.000, -0.002, -0.003, -0.010, 0.001, -0.001, 0.000, 0.000, 0.000, 0.000, 0.031, 0.000, 0.003, 0.013, 0.000, 0.006, 0.002, 0.000, 0.000, 0.000, 0.000, -0.001, 0.000, 0.000, 0.001, 0.000, 0.000, 0.000, 0.016, 0.000, 0.003, 0.000, 0.000, -0.012, 0.000, 0.000, 0.008, 0.000, 0.002, 0.002, 0.023, 0.000, -0.002, 0.000, 0.001, -0.006, 0.004],
  "charge": 4,
  "e_tot_ha": -2560.70006,
  "orbital_gap_ev": [7.95, 5.22],
  "multiplicity": 2,
  "max_force_ha_per_bohr": 0.0627
}